An isolated molecule of C11H16N4O2 in a non-equilibrium geometry. Source: OMol25; level of theory: the ωB97M-V functional and the def2-TZVPD basis.

The geometry in XYZ format:
```
33
Properties=species:S:1:pos:R:3:forces:R:3:mulliken_charge:R:1
O -1.79398 -0.49036 1.59462 0.9032 1.1837 -0.1338 -0.564
O 0.80141 2.58365 1.93541 -0.1973 -1.5930 -0.0948 -0.626
N 0.30886 0.33858 4.13262 -0.4885 -2.3025 1.6902 -0.293
N 0.09822 -0.70020 4.86371 -1.7182 -4.7307 1.6824 0.558
N 0.04902 0.64141 0.92347 0.2827 -0.0269 1.6007 0.310
N -0.11471 -1.72846 5.48442 1.8338 7.6014 -4.2242 -0.485
C -0.81211 -1.50595 -2.72097 -1.1883 0.2539 -0.7301 -0.524
C -0.92235 0.33479 1.87436 -1.3290 -2.8172 0.5668 0.774
C -0.98127 0.01869 -2.68256 1.2207 -0.4188 -0.2537 -0.749
C 1.59190 0.64317 -0.85386 -0.9781 0.8909 -1.1487 -0.953
C 0.21497 0.06021 -0.38734 0.3089 -1.9662 -2.0009 0.599
C 0.34853 -1.51914 -0.46382 -0.8998 1.0936 -0.6940 -1.099
C 0.86695 1.71329 1.06689 0.4150 4.4622 1.3460 0.368
C 0.36395 -1.99183 -1.94899 1.0508 -0.1393 0.5907 -0.614
C 1.71087 1.98921 -0.14339 0.4660 -1.9985 0.0979 -0.754
C -0.97833 0.53410 -1.26016 0.7647 0.5387 -0.2315 -0.964
C -0.90886 0.77256 3.38063 -0.3457 0.1399 -0.1786 -0.898
H 1.27790 -1.68017 -2.46727 0.1250 0.0812 0.2291 0.340
H 0.38187 -3.08768 -1.97301 0.0312 0.1225 0.1474 0.379
H -0.77025 -1.84490 -3.79411 -0.1910 0.1085 1.0816 0.304
H -1.91906 0.27210 -3.13272 -0.5797 0.2548 -0.3695 0.386
H -0.54078 -1.93994 0.00124 0.0766 -0.1997 0.2150 0.418
H -1.70119 -1.92491 -2.20657 0.1058 0.0049 -0.6073 0.274
H 2.40071 -0.00436 -0.60769 0.5231 -0.6289 0.5534 0.486
H 1.26715 2.80064 -0.68414 -0.2997 0.4814 -0.2560 0.330
H 2.73089 2.25862 0.13971 -0.2366 0.0156 0.0192 0.360
H -0.91220 1.63849 -1.32540 -0.3986 -0.3645 0.3724 0.277
H -1.82919 0.35240 3.85375 0.7143 0.0896 -0.7212 0.449
H -1.00875 1.85678 3.40321 0.4847 -0.0020 0.2853 0.330
H -1.91005 0.20578 -0.81098 -0.0538 0.2348 0.4310 0.460
H 1.24930 -1.85464 0.03431 0.0944 -0.0196 0.3120 0.418
H 1.63562 0.72997 -1.94599 -0.2120 0.0083 0.1995 0.365
H -0.19503 0.52810 -3.27940 -0.2846 -0.3580 0.2237 0.338
```
Positions in Å, forces in eV/Å.

Properties
Total charge: 0
Highest occupied orbital energy, eV: -9.50
HOMO-LUMO gap, eV: 9.79
DFT total energy, eV: -21720.035

A cluster of 12 separate species, C12H48O18 in total in a non-equilibrium geometry. Source: OMol25; level of theory: the ωB97M-V functional and the def2-TZVPD basis.

The geometry in XYZ format:
```
78
Properties=species:S:1:pos:R:3:forces:R:3:mulliken_charge:R:1
O 2.15314 -0.87068 -0.28028 1.0450 -0.8299 0.0214 -0.468
O -4.65886 -3.38868 -2.26928 -0.0854 0.8673 -0.6443 -0.458
O -1.12986 -4.23468 -1.59828 -1.7630 -1.0750 -2.8202 -0.618
O -0.03186 -3.30668 0.72872 1.0428 -3.4384 -0.8378 -0.732
O -5.76386 -0.45668 -1.28528 -2.3103 0.3485 3.5294 -0.583
O 1.20314 -0.28868 3.81472 -0.1219 1.2569 -1.6506 -0.591
O 3.45214 -3.15468 3.54972 -0.1410 -0.0825 0.6532 -0.522
O 4.71414 -1.08368 0.73472 0.8749 -1.0232 -1.0956 -0.706
O -1.67586 4.39232 -1.92228 2.7336 -0.1557 0.3886 -0.518
O -0.84386 -1.07368 2.16972 0.1044 1.1228 0.1919 -0.940
O 3.61114 0.86332 2.72472 0.3970 0.4300 -0.1439 -0.683
O -0.54086 -0.50868 -2.69428 -1.5246 3.1516 -1.1361 -0.657
O 3.30014 2.43332 0.35072 -0.1119 0.7217 -0.0495 -0.449
O 0.70514 0.86132 1.15572 -0.6797 0.6166 -0.4734 -0.280
O -0.87786 1.96532 -0.59128 -0.2782 -2.6310 -0.8885 -0.569
O 6.36614 3.66132 1.96972 -1.0134 0.6357 -0.3171 -0.563
O -2.18686 1.60832 -2.99128 0.4087 -0.6322 -0.9800 -0.568
O -4.02286 1.51132 -0.23528 3.6322 -1.8775 3.0906 -0.563
C 1.63714 -1.54068 3.35672 0.6983 -2.6194 1.1183 -0.143
C 4.68314 2.75432 0.35472 0.6429 0.2066 1.1882 -0.388
C 2.94114 -1.97168 4.12572 0.4679 1.9861 -0.6206 -0.228
C -3.65186 0.08432 -0.33928 -2.9946 1.4438 -0.1401 -0.297
C -2.83986 3.93132 -2.41828 -2.0697 -2.5504 -1.2585 -0.613
C -3.55386 -4.28068 -2.14628 -0.1754 -0.2211 0.4776 -0.565
C -4.88686 -0.85568 -0.20728 1.0955 1.7153 -3.0196 -0.362
C 4.94114 3.64132 1.62672 2.4385 -0.6319 -1.3350 -0.471
C -2.68486 2.86932 -3.50028 0.0807 -1.0931 -0.5456 -0.543
C 1.75414 -0.53868 -1.56328 -2.8574 1.1501 0.1344 -0.638
C -2.29686 -3.42168 -1.87928 1.2949 -1.2882 -0.2390 0.159
C 0.17514 -0.87668 -1.58028 1.2341 -1.2707 1.0274 0.529
H -4.62186 -1.87768 -0.36828 0.3880 -0.7636 0.1485 0.134
H -1.54386 1.69432 -1.27228 0.6026 0.3864 0.8234 0.117
H 2.70014 0.59932 2.71372 -0.9196 -0.8507 0.5991 0.409
H -0.32286 -0.44968 -0.63028 0.9577 -0.8297 -1.2166 -0.287
H 0.10114 1.21332 0.43572 0.5008 0.0371 0.3889 0.269
H -3.34886 4.66832 -2.94028 -1.3240 1.8179 -0.8732 0.580
H -2.42186 0.94432 -3.69228 0.5144 0.6550 1.2282 0.264
H -1.83586 5.18432 -1.43228 -0.0996 0.7637 0.4114 0.307
H 4.98614 3.39732 -0.52528 -0.2153 -1.0945 0.7471 0.416
H -3.81986 -4.80868 -1.22528 0.8221 -0.7009 -0.1583 0.254
H -2.07386 3.33332 -4.27128 0.6767 -0.4144 -0.1466 0.299
H -3.55386 -4.97368 -3.02328 0.6181 0.5224 0.6772 0.342
H -2.06086 -2.73068 -2.71428 -0.3612 -0.2636 0.4487 0.207
H -2.47286 -2.91568 -0.95928 -0.5499 1.0693 0.5256 0.092
H 0.97514 -0.20268 4.72572 0.0592 -0.5927 1.0632 0.276
H 6.77714 2.79032 2.00072 -0.6089 -0.1328 -0.0563 0.309
H 4.59714 -0.49268 1.43772 0.2973 1.4431 2.2450 0.304
H 1.82714 -1.57168 2.28572 0.4559 0.9754 -0.0587 -0.135
H -0.55586 -0.23868 1.71872 -0.3351 -0.9995 0.1323 0.456
H -0.32686 -0.93768 2.99572 -0.8530 -0.2065 -0.6673 0.355
H 2.77814 -2.00868 5.24272 -0.0774 -0.2990 -0.9636 0.266
H -3.06586 -0.11668 0.46872 2.0567 -0.2807 2.2413 0.258
H -3.47886 3.52132 -1.67528 -0.6623 -0.2749 1.0302 0.250
H 3.06114 2.52032 -0.56028 -0.8760 -0.2427 -0.6712 0.252
H 1.55714 -0.37868 0.26572 -0.2346 0.5610 1.2603 0.281
H 4.35414 3.48232 2.48572 -0.7681 -1.3667 1.0940 0.356
H 4.36314 -3.20068 3.86372 -0.0958 -0.2956 -0.3229 0.328
H -3.08286 0.02832 -1.23828 0.2220 -0.8722 -0.9039 0.413
H 2.35014 -1.05368 -2.26328 0.3322 -0.9768 -0.9203 0.504
H -0.62386 -3.96268 -0.85828 0.2567 0.9829 1.6321 0.464
H -5.41786 -0.73368 0.68472 -0.6009 0.3744 1.4163 0.408
H 0.48514 1.39932 1.91872 0.2583 0.1433 0.3051 0.331
H 0.13614 -2.01268 -1.56028 -0.0822 1.3923 0.3200 0.066
H 0.91914 -3.53568 0.69472 -0.7509 0.6435 0.1519 0.356
H -3.53586 2.38932 -4.03028 -0.6863 2.1528 0.4664 0.359
H -0.99786 2.87032 -0.46228 -0.3747 2.4299 0.1062 0.179
H -5.25886 -0.55968 -2.02328 1.9173 -0.6745 -3.4862 0.305
H 4.65514 4.65332 1.41872 0.3232 0.7564 -0.6211 0.367
H 3.73414 -1.13568 3.94472 -1.5519 -1.1118 0.4063 0.179
H -5.38086 -3.88768 -2.65228 -0.2022 0.0764 -0.0131 0.269
H 5.17314 1.73732 0.39372 0.3625 1.3565 -0.0886 0.235
H -0.89186 0.47732 -2.65128 1.5735 -2.8616 0.0238 0.571
H 0.79314 -2.28768 3.35572 0.9856 0.2168 0.8838 0.706
H -0.15986 -2.41768 0.93572 -0.1063 2.5875 0.9552 0.313
H 3.49314 1.58632 2.10572 0.5282 0.4354 -0.4379 0.024
H 1.88614 0.53332 -1.78028 -0.0243 0.0659 0.1076 0.085
H 3.85214 -0.95268 0.35672 -0.9572 -0.4196 -1.0649 0.572
H -4.69186 1.69532 -0.80028 -3.4568 0.4471 -2.7937 0.361
```
Positions in Å, forces in eV/Å.

Properties
Total charge: 0
Highest occupied orbital energy, eV: -9.34
HOMO-LUMO gap, eV: 9.26
DFT total energy, eV: -50071.912
SMILES: OCCO.OCCO.OCCO.OCCO.OCCO.OCCO.O.O.O.O.O.O

Values of energy relative to the best compared isomer or geometry (same formula, charge and spin), in order: 88.5 75.0, all in kcal per mole.